Density functional theory data (ωB97M-V with the def2-TZVPD basis set) for 7 unconnected molecules or ions with the total composition C60H74F9N8O6 at a distorted geometry.

Element x y z (Å)
C 0.72174 5.60987 -7.90441
O 0.16889 5.99699 -6.63020
O -0.25504 5.25989 -8.81639
C 1.63272 6.78915 -8.43241
F 2.49189 6.97853 -7.42067
F 2.29410 6.61034 -9.54698
F 0.91459 7.90247 -8.68308
C -0.14991 5.01427 -5.63740
C -0.22730 5.82038 -4.27283
H 0.24066 6.80339 -4.32575
H -1.27327 5.96853 -4.00434
H 0.22094 5.25334 -3.45695
H 0.54803 4.20744 -5.41377
H -1.05642 4.46780 -5.89762
H 1.47890 4.84944 -7.71322
C -5.94648 -2.66285 1.91464
O -5.55175 -1.27407 1.90648
O -4.80899 -3.39489 2.35800
C -7.40151 -3.04536 2.46374
F -8.25848 -3.15015 1.39187
F -7.39621 -4.13797 3.17268
F -7.89012 -2.05318 3.25934
C -6.03380 -0.50441 0.81961
C -5.26089 0.79999 1.05429
H -5.97104 1.56657 0.74420
H -4.87250 1.14269 2.01335
H -4.37068 0.82045 0.42563
H -7.07895 -0.20051 0.87802
H -5.72467 -0.86222 -0.16248
H -6.02054 -2.86074 0.84531
C -0.19415 1.08077 -0.58893
O 0.04428 2.19882 -1.41883
O 0.78666 0.97505 0.35508
C -1.81381 1.05356 -0.30018
F -2.42511 1.16833 -1.44691
F -2.19608 -0.15841 0.30117
F -2.11315 2.01495 0.58911
C 0.83710 1.97887 -2.59542
C -0.10336 2.18805 -3.79172
H -0.96466 1.53089 -3.91174
H -0.49097 3.20676 -3.78236
H 0.46570 2.03047 -4.70793
H 1.50933 1.13254 -2.73660
H 1.47469 2.86273 -2.61474
H -0.22880 0.14945 -1.15421
C 4.75806 2.89728 -0.50251
N 5.13813 1.60253 0.08543
C 6.23069 0.94327 -0.19311
C 6.41658 -0.42544 0.15881
C 5.51404 -1.01218 1.06968
C 4.30538 -0.32347 1.30686
C 4.16359 1.01160 0.84779
C 5.86125 -2.27391 1.77345
C 4.90174 -3.28515 1.92356
C 5.23012 -4.42172 2.57553
N 6.45980 -4.56618 3.19369
C 7.33528 -3.55937 3.21316
C 7.09702 -2.41244 2.46474
C 6.62897 -5.69783 4.03145
H 3.67151 2.82616 -0.55183
H 5.35984 2.90227 -1.41132
H 5.14068 3.65793 0.17802
H 6.89943 1.43667 -0.88284
H 7.36607 -0.85428 -0.12574
H 3.41087 -0.71400 1.76917
H 3.30827 1.63934 1.04969
H 3.93369 -3.16279 1.46063
H 4.52570 -5.23992 2.54841
H 8.27661 -3.81416 3.67726
H 7.78856 -1.58760 2.37642
H 6.02382 -6.55812 3.74543
H 6.25577 -5.40598 5.01310
H 7.70221 -5.86523 4.12217
C 2.20366 6.44632 3.78459
N 1.06999 6.24612 2.85984
C 1.14101 5.13576 2.07705
C 0.08994 4.71688 1.30327
C -1.03681 5.50877 1.29718
C -1.12009 6.66112 2.05433
C -0.07478 6.99777 2.81501
C -2.20143 5.14898 0.47731
C -2.05726 4.87847 -0.89514
C -3.10004 4.34761 -1.66658
N -4.30797 4.12522 -1.08466
C -4.60476 4.60538 0.16030
C -3.50072 5.01763 0.99457
C -5.30875 3.35114 -1.84750
H 3.04193 6.80431 3.18690
H 2.45090 5.47491 4.21277
H 2.00147 7.08079 4.64753
H 2.15169 4.75554 2.09584
H 0.20404 3.81052 0.72718
H -1.92625 7.34507 1.83363
H -0.20184 7.76252 3.56695
H -1.07610 5.14313 -1.26079
H -2.95419 3.95047 -2.66026
H -5.60853 4.50984 0.54723
H -3.67212 5.19791 2.04553
H -6.21402 3.11720 -1.28726
H -4.73157 2.45947 -2.09221
H -5.53651 3.78081 -2.82300
C 2.87102 -0.65628 -4.79114
N 1.95102 -1.36700 -3.81656
C 2.43406 -1.84665 -2.62664
C 1.54147 -2.47297 -1.70335
C 0.18764 -2.59515 -2.06356
C -0.27783 -2.00647 -3.27296
C 0.61553 -1.36286 -4.14670
C -0.74515 -3.50121 -1.33265
C -1.96970 -2.93386 -0.91175
C -2.89239 -3.78051 -0.34412
N -2.80016 -5.10528 -0.42116
C -1.58546 -5.71465 -0.69045
C -0.51880 -4.88208 -1.12314
C -3.92745 -6.01436 -0.11636
H 3.22681 0.22861 -4.26342
H 2.34305 -0.47362 -5.72708
H 3.71000 -1.34782 -4.86848
H 3.48796 -1.73914 -2.41652
H 1.97615 -2.89263 -0.80817
H -1.35425 -2.08523 -3.31179
H 0.24074 -0.76762 -4.96622
H -2.11778 -1.87508 -1.06493
H -3.90265 -3.56422 -0.02949
H -1.46060 -6.76356 -0.46551
H 0.46493 -5.27034 -1.34205
H -3.88069 -6.18390 0.95936
H -3.74451 -7.00931 -0.52221
H -4.86133 -5.54201 -0.42106
C -0.60603 -8.62853 3.73427
N -0.69509 -7.18917 3.36639
C 0.40608 -6.69063 2.68493
C 0.47764 -5.28748 2.41566
C -0.60003 -4.46956 2.81343
C -1.76782 -5.13203 3.20207
C -1.71501 -6.42649 3.58993
C -0.40020 -2.99468 2.93756
C 0.81125 -2.29917 3.20748
C 0.82793 -0.90714 3.41202
N -0.30947 -0.22577 3.17451
C -1.45666 -0.78986 2.78272
C -1.55275 -2.21248 2.78389
C -0.25294 1.24829 3.31874
H -0.07414 -9.17582 2.95602
H -1.63892 -8.91030 3.93881
H -0.07971 -8.67787 4.68750
H 1.15012 -7.47293 2.65639
H 1.36020 -4.81353 2.01209
H -2.71905 -4.62967 3.29793
H -2.49574 -6.90491 4.16262
H 1.63491 -2.99169 3.29911
H 1.67231 -0.27557 3.64560
H -2.28244 -0.11461 2.61382
H -2.48343 -2.63775 2.43836
H -0.75085 1.82337 2.53806
H 0.74578 1.59061 3.58981
H -0.79378 1.47612 4.23726

## Properties
Gap between HOMO and LUMO in eV: 1.13
Multiplicity: 1
LUMO in eV: -12.45
Net charge: +5
Maximum force in eV Å⁻¹: 4.446
E_tot in Eh: -4116.70993
HOMO in Ha: -0.4990

=====

Density functional theory data (ωB97M-V with the def2-TZVPD basis set) for a molecular structure, C60H86ClGeN7O2PSi4Sn at a distorted geometry.

Element x y z (Å)
Sn -0.65220 0.25291 -0.40186
C -4.30765 3.83727 4.95862
C -3.11218 3.34617 5.74049
C -2.95697 3.67112 7.08258
C -1.88957 3.18809 7.82996
C -0.96004 2.35584 7.23015
C -1.09376 2.01627 5.89025
C -2.15452 2.52020 5.13913
N -2.37986 2.15766 3.78009
C -1.54082 1.67335 2.82907
N -0.22341 1.95337 3.03919
C 0.94186 1.60021 2.33497
C 1.01619 0.75119 1.23409
C 2.23897 0.43419 0.65883
C 3.40751 0.98324 1.14365
C 3.33876 1.86624 2.21246
C 2.12904 2.17781 2.82285
C 2.09780 3.14451 3.98182
N -1.98858 1.06840 1.75915
C -3.40136 0.88028 1.65972
C -4.08929 1.61403 0.68979
C -5.47007 1.51647 0.57431
C -6.17112 0.66789 1.41844
C -5.48450 -0.09702 2.35758
C -4.10080 -0.00625 2.50034
C -3.37364 -0.82211 3.53826
H -4.91567 4.49629 5.57466
H -4.94634 3.00098 4.64693
H -4.00592 4.38863 4.06334
H -3.69279 4.31327 7.55426
H -1.79878 3.44720 8.87783
H -0.13420 1.95557 7.80599
H -0.39078 1.31822 5.45156
H -3.34674 2.18211 3.50113
H -0.06806 2.59865 3.79665
H 2.27332 -0.26283 -0.17718
H 4.36123 0.73146 0.69489
H 4.24671 2.32254 2.59081
H 3.09336 3.54998 4.14470
H 1.78594 2.65877 4.91274
H 1.42640 3.98897 3.79146
H -3.51992 2.29001 0.05438
H -5.99722 2.12074 -0.15608
H -7.25123 0.59932 1.34885
H -6.03863 -0.76669 3.00921
H -4.01370 -1.61468 3.92261
H -3.07977 -0.19973 4.38858
H -2.46809 -1.26366 3.11852
C 2.24064 -4.36863 -1.18109
Si 2.75739 -4.03258 0.57030
C 4.08728 -2.72576 0.58177
C 3.26877 -5.61686 1.43813
Ge 0.77719 -3.35929 1.84152
Si 1.48835 -2.62054 4.08706
C 1.91845 -4.26865 4.86351
C 0.18749 -1.74344 5.09420
C 2.96333 -1.49515 3.90509
Si -1.24644 -4.50778 1.00910
C -1.26891 -4.38264 -0.85318
C -0.83581 -6.21374 1.66927
C -2.91032 -3.99699 1.66726
H 3.12080 -4.38116 -1.83175
H 1.58382 -3.56416 -1.52487
H 1.72376 -5.32810 -1.28751
H 5.07908 -3.18730 0.62189
H 3.99585 -2.03315 1.42270
H 4.02802 -2.14594 -0.34265
H 3.96528 -6.18415 0.81257
H 2.40666 -6.26109 1.64170
H 3.76795 -5.41301 2.39011
H 1.04800 -4.93137 4.90147
H 2.26848 -4.11901 5.89051
H 2.71149 -4.78214 4.31259
H -0.66808 -2.38809 5.32046
H -0.17884 -0.85402 4.57161
H 0.62584 -1.42176 6.04601
H 3.85792 -2.04486 3.59877
H 3.18149 -1.01336 4.86553
H 2.77709 -0.70505 3.17176
H -0.52313 -5.03491 -1.31689
H -1.07511 -3.36010 -1.19383
H -2.25289 -4.68061 -1.23384
H 0.10069 -6.59904 1.25374
H -1.63023 -6.92364 1.41633
H -0.74033 -6.20137 2.76004
H -3.14008 -2.95149 1.45664
H -2.98544 -4.15887 2.74585
H -3.67814 -4.61213 1.18433
Cl -3.58433 -2.53681 -5.40370
C -3.66569 -2.17487 -3.72994
C -4.77599 -2.55226 -2.99484
C -4.80924 -2.24637 -1.64507
C -3.74657 -1.56197 -1.09445
N -2.66923 -1.20423 -1.80370
C -2.61766 -1.51350 -3.10250
H -5.59255 -3.07834 -3.47441
H -5.65178 -2.53880 -1.03000
H -3.74335 -1.28538 -0.04693
H -1.71432 -1.25319 -3.64456
C 2.29579 2.82333 -2.11383
N 1.17349 3.62273 -2.62736
C 1.61563 4.68489 -3.53132
P -0.13213 3.77176 -1.65093
O -0.52527 2.41498 -1.11542
N -1.39233 4.39731 -2.49259
C -1.57056 5.82332 -2.75782
C -2.17062 3.51663 -3.37377
N 0.18167 4.78760 -0.39549
C -0.25896 4.46457 0.96279
C 1.11895 5.90767 -0.48808
H 2.85279 2.42675 -2.96342
H 1.91623 1.99256 -1.52105
H 2.97820 3.42417 -1.49533
H 2.04477 4.22704 -4.42038
H 2.38474 5.31345 -3.07163
H 0.77985 5.31299 -3.84052
H -1.00173 6.41077 -2.03709
H -2.62548 6.08135 -2.65083
H -1.25772 6.09164 -3.76980
H -1.83996 2.48963 -3.24605
H -2.05504 3.80292 -4.42091
H -3.23147 3.57608 -3.11706
H -0.79942 3.52062 0.94859
H -0.91074 5.24637 1.36392
H 0.60957 4.36601 1.62628
H 1.26040 6.19908 -1.52664
H 2.09342 5.65235 -0.05897
H 0.71643 6.76307 0.05674
O 0.65246 -0.73733 -1.92500
Si 1.44572 -0.95816 -3.32502
C 3.27949 -1.31452 -3.03561
C 4.04415 -0.42051 -2.27227
C 5.39525 -0.64470 -2.03688
C 6.01560 -1.77547 -2.55957
C 5.28366 -2.65947 -3.34457
C 3.93022 -2.42723 -3.58332
C 0.71662 -2.24331 -4.53054
C 0.15911 -1.85784 -5.75951
C -0.29276 -2.80086 -6.67878
C -0.21086 -4.15619 -6.39339
C 0.33182 -4.56621 -5.18261
C 0.78964 -3.62426 -4.26873
C 1.52853 0.55184 -4.48043
C 2.65951 0.81250 -5.26323
C 2.63134 1.80560 -6.24090
C 1.47248 2.54643 -6.45154
C 0.34642 2.31085 -5.66999
C 0.37583 1.32449 -4.68807
H 3.57248 0.47638 -1.86988
H 5.97001 0.05809 -1.44148
H 7.06646 -1.95710 -2.36714
H 5.77010 -3.52466 -3.78194
H 3.37636 -3.12116 -4.20934
H 0.08429 -0.81061 -6.01933
H -0.70575 -2.46512 -7.62420
H -0.57425 -4.88738 -7.10617
H 0.41142 -5.62421 -4.95469
H 1.22545 -3.97244 -3.33967
H 3.55863 0.21679 -5.14153
H 3.51274 1.98777 -6.84683
H 1.43892 3.29321 -7.23799
H -0.56071 2.88452 -5.84339
H -0.51642 1.11987 -4.09437

## Properties
Energy relative to the best compared isomer or geometry (same formula, charge and spin) in kJ/mol: 0.0
Gap between HOMO and LUMO (alpha / beta) in eV: 5.87 / 5.74
<S²>: 0.767
Multiplicity: 2
LUMO (alpha / beta) in eV: -6.57 / -6.70
Net charge: +2
Maximum force in eV Å⁻¹: 1.798
E_tot in Eh: -7122.19950
HOMO (alpha / beta) in Ha: -0.4573 / -0.4572